ORCA calculation (wB97M-V/def2-TZVPD) on a cluster of 2 separate species, C4H10N2O2 in total.

The orbital gap comes out at 10.62 eV. The energy above the lowest of the compared OMol25 structures with the same formula, charge and spin comes out at 66.0 kcal/mol. The value obtained for the LUMO energy is 0.870 eV. The net charge is 0. For the total energy, the calculation gives -418.355716 Ha. The SMILES is C=NC(N)(O)O.C=C.

Structure (XYZ):
```
18
Properties=species:S:1:pos:R:3:lowdin_charge:R:1
C -1.49 0.84 0.41 -0.76
N -1.70 -0.55 0.11 0.12
C 0.81 1.19 0.18 -0.04
O -1.72 1.56 -0.74 0.04
O -2.36 1.34 1.40 0.02
N -0.15 0.95 0.95 0.06
H -2.23 2.34 -0.50 0.11
H -1.95 1.20 2.26 0.10
H -1.55 -1.13 0.93 0.09
H -2.64 -0.69 -0.25 0.09
H 0.70 1.34 -0.89 0.09
H 1.80 1.26 0.61 0.08
C 1.54 -1.70 -0.39 -0.11
C 2.63 -1.51 -1.10 -0.08
H 2.61 -1.43 -2.18 0.05
H 1.57 -1.80 0.68 0.05
H 0.56 -1.79 -0.84 0.04
H 3.60 -1.43 -0.64 0.04
```